(1)
Density functional theory data (the ωB97M-V functional and the def2-TZVPD basis) for a structure of composition C42H28Br2FeN3O3P2S2.

Results
Total energy (a.u.): -9898.273292
Gap between HOMO and LUMO (spin up / spin down) (Eh): 0.2053 / 0.1637
HOMO level (spin up / spin down) (eV): -3.90 / -3.96
Multiplicity: 5
Energy relative to the best compared isomer or geometry (same formula, charge and spin) (eV): 4.111
Charge: -1

Last column: Löwdin charge in e.
CARTESIAN COORDINATES (ANGSTROEM)
Fe: 0.478 -0.868 1.249  0.368
S: 0.939 -2.797 2.726  0.648
C: 0.676 -1.868 4.177  -0.679
C: 1.321 -2.211 5.370  -0.062
C: 1.112 -1.511 6.548  -0.201
C: 1.797 -1.922 7.748  -0.186
N: 2.351 -2.264 8.695  0.142
C: 0.237 -0.418 6.561  -0.205
C: -0.404 -0.059 5.382  -0.066
C: -0.206 -0.762 4.203  -0.639
S: -1.112 -0.316 2.762  0.668
C: -0.014 0.331 7.763  -0.194
N: -0.234 0.927 8.722  0.137
H: 2.001 -3.052 5.367  0.110
H: -1.078 0.788 5.384  0.109
O: 0.241 1.150 0.222  -0.342
P: -1.012 1.573 -0.470  0.726
C: -2.108 0.162 -0.719  -0.301
P: -1.283 -1.430 -1.091  0.772
O: -0.814 -2.097 0.177  -0.388
C: -0.061 -1.151 -2.347  -0.234
C: 1.295 -1.805 -2.365  -0.216
C: 2.236 -1.041 -3.244  0.002
C: 1.795 -0.272 -4.269  -0.091
C: 0.407 -0.037 -4.448  -0.063
C: -0.479 -0.417 -3.430  -0.125
C: -2.638 -2.392 -1.810  -0.260
C: -2.507 -3.072 -3.016  -0.068
C: -3.539 -3.882 -3.475  -0.079
C: -4.698 -4.016 -2.728  -0.084
C: -4.830 -3.348 -1.517  -0.075
C: -3.802 -2.543 -1.055  -0.068
C: -1.976 2.759 0.480  -0.274
C: -1.244 3.601 1.315  -0.051
C: -1.902 4.528 2.106  -0.064
C: -3.287 4.618 2.066  -0.080
C: -4.020 3.776 1.242  -0.083
C: -3.365 2.840 0.454  -0.086
C: -0.613 2.403 -2.015  -0.278
C: 0.740 2.541 -2.310  -0.060
C: 1.123 3.273 -3.427  -0.072
C: 0.164 3.846 -4.248  -0.085
C: -1.189 3.702 -3.955  -0.084
C: -1.577 2.992 -2.831  -0.081
H: -2.910 0.355 -1.434  0.078
H: -2.545 0.007 0.276  0.056
H: 1.253 -3.105 -0.669  0.127
H: 3.295 -1.185 -3.075  0.111
H: 2.503 0.210 -4.933  0.104
H: 0.052 0.547 -5.286  0.101
H: -1.504 -0.060 -3.478  0.111
H: -1.604 -2.961 -3.602  0.102
H: -3.433 -4.410 -4.414  0.103
H: -5.501 -4.650 -3.084  0.102
H: -5.729 -3.466 -0.926  0.105
H: -3.892 -2.054 -0.092  0.115
H: -0.168 3.489 1.376  0.120
H: -1.335 5.167 2.770  0.108
H: -3.800 5.335 2.695  0.102
H: -5.100 3.835 1.226  0.101
H: -3.946 2.172 -0.171  0.098
H: 1.472 2.079 -1.659  0.118
H: 2.175 3.390 -3.654  0.109
H: 0.467 4.416 -5.117  0.101
H: -1.935 4.161 -4.590  0.101
H: -2.629 2.909 -2.581  0.106
Br: 3.937 2.003 3.463  0.732
C: 4.106 0.774 2.031  -0.608
C: 5.371 0.527 1.480  -0.208
C: 5.480 -0.432 0.507  -0.636
Br: 7.223 -0.817 -0.183  0.691
C: 4.363 -1.119 0.008  -0.208
C: 4.397 -2.286 -0.857  -0.068
C: 3.273 -2.868 -1.267  -0.062
C: 1.910 -2.289 -0.991  -0.296
N: 1.919 -1.277 0.036  -0.024
C: 3.105 -0.764 0.496  -0.174
C: 2.971 0.107 1.610  -0.399
O: 1.789 0.205 2.173  -0.212
H: 6.240 1.054 1.844  0.082
H: 5.358 -2.714 -1.115  0.076
H: 3.310 -3.775 -1.863  0.110
H: 1.141 -2.769 -2.897  0.165

=====

(2)
Density functional theory data (the ωB97M-V functional and the def2-TZVPD basis) for a structure of composition C42H29BrF4N4OPRe.

Results
Total energy (a.u.): -5304.414917
Gap between HOMO and LUMO (spin up / spin down) (Eh): 0.2287 / 0.2446
HOMO level (spin up / spin down) (eV): -15.94 / -16.60
Multiplicity: 2
Energy relative to the best compared isomer or geometry (same formula, charge and spin) (eV): 0.933
Charge: +3

Last column: Löwdin charge in e.
CARTESIAN COORDINATES (ANGSTROEM)
Re: -0.646 0.160 0.338  1.409
C: 3.285 0.709 2.406  0.004
C: 2.123 0.986 1.675  -0.097
N: 1.101 0.151 1.608  -0.060
C: 1.162 -0.995 2.352  -0.183
C: 2.301 -1.380 3.075  -0.140
C: 3.391 -0.483 3.079  0.056
C: 2.263 -2.617 3.762  0.020
C: 1.131 -3.386 3.731  -0.014
C: -0.039 -2.956 3.064  0.030
C: -0.025 -1.762 2.394  -0.223
N: -1.104 -1.094 1.749  -0.142
C: -2.219 -0.700 2.542  -0.215
C: -2.994 -1.493 3.350  0.033
C: -4.009 -0.912 4.138  -0.011
C: -4.223 0.439 4.144  0.023
C: -3.426 1.289 3.340  -0.121
C: -3.508 2.699 3.344  0.060
C: -2.632 3.430 2.583  0.006
C: -1.704 2.767 1.770  -0.075
N: -1.624 1.450 1.716  -0.021
C: -2.443 0.700 2.525  -0.149
H: 4.084 1.436 2.417  0.129
H: 2.027 1.914 1.124  0.111
H: 4.289 -0.730 3.630  0.144
H: 3.134 -2.943 4.314  0.136
H: 1.110 -4.334 4.250  0.129
H: -0.920 -3.581 3.093  0.121
H: -2.843 -2.561 3.396  0.120
H: -4.611 -1.556 4.763  0.131
H: -4.984 0.874 4.777  0.137
H: -4.244 3.192 3.966  0.144
H: -2.645 4.510 2.591  0.130
H: -1.022 3.324 1.142  0.127
O: -0.844 1.953 -0.877  -0.257
C: -2.113 2.316 -1.459  -0.092
C: -3.136 1.289 -1.077  -0.232
C: -4.476 1.507 -1.339  0.028
C: -5.392 0.510 -1.044  0.014
C: -4.926 -0.676 -0.495  0.003
C: -3.577 -0.809 -0.243  -0.138
N: -2.679 0.153 -0.523  -0.038
H: -0.114 2.231 -1.470  0.057
H: -1.987 2.340 -2.544  0.149
H: -2.395 3.314 -1.119  0.147
H: -4.793 2.443 -1.779  0.141
H: -6.445 0.653 -1.243  0.137
H: -5.596 -1.489 -0.257  0.132
H: -3.193 -1.713 0.204  0.072
F: 0.121 -4.039 -5.799  0.203
C: 0.357 -3.157 -4.861  -0.108
C: 1.298 -2.154 -5.059  -0.113
F: 1.965 -2.084 -6.187  0.191
C: 1.541 -1.229 -4.050  -0.199
F: 2.490 -0.322 -4.254  0.135
C: 0.838 -1.250 -2.850  -0.300
P: 1.236 -0.120 -1.481  1.061
C: 2.820 -0.779 -0.906  -0.347
C: 4.042 -0.244 -1.316  -0.068
C: 5.223 -0.875 -0.957  -0.032
C: 5.195 -2.042 -0.206  -0.029
C: 3.979 -2.591 0.182  -0.047
C: 2.794 -1.964 -0.164  -0.105
C: 1.518 1.501 -2.257  -0.390
C: 0.820 1.849 -3.423  -0.103
C: 0.958 3.113 -3.974  -0.028
C: 1.785 4.051 -3.368  -0.018
C: 2.470 3.723 -2.205  -0.025
C: 2.335 2.462 -1.646  -0.094
C: -0.061 -2.296 -2.665  -0.528
Br: -0.838 -2.555 -0.967  1.029
C: -0.314 -3.236 -3.642  -0.240
F: -1.168 -4.220 -3.425  0.128
H: 4.087 0.634 -1.944  0.106
H: 6.168 -0.462 -1.283  0.125
H: 6.120 -2.535 0.059  0.125
H: 3.954 -3.515 0.743  0.122
H: 1.853 -2.412 0.131  0.074
H: 0.184 1.123 -3.917  0.122
H: 0.434 3.359 -4.887  0.129
H: 1.903 5.032 -3.808  0.129
H: 3.123 4.448 -1.738  0.127
H: 2.899 2.218 -0.756  0.094